DFT (ωB97M-V with the def2-TZVPD basis set) results for 25 unconnected molecules or ions with the total composition H50O25 in a non-equilibrium geometry.

Highest occupied orbital energy, eV: -10.808
Energy above the lowest of the compared OMol25 structures with the same formula, charge and spin, kcal/mol: 31.1
Orbital gap, eV: 10.80
Lowest unoccupied orbital energy, eV: -0.01
DFT total energy, Eh: -1911.09005

Each line ends with the Mulliken charge.
Geometry (Å):
O 0.216 1.544 -2.459  -0.552
H 0.772 1.633 -1.709  0.237
H 0.817 1.844 -3.178  0.263
O 2.946 2.705 1.135  -0.661
H 3.470 2.488 0.312  0.402
H 2.252 3.350 0.847  0.245
O -0.801 -3.045 2.600  -0.646
H -0.653 -4.019 2.644  0.255
H 0.110 -2.738 2.569  0.378
O -2.222 -1.700 0.581  -0.464
H -2.982 -1.070 0.681  0.252
H -1.990 -2.170 1.385  0.289
O -0.937 -3.834 -0.927  -0.753
H -0.859 -2.884 -1.204  0.345
H -1.306 -3.803 -0.013  0.303
O 1.084 6.117 -1.694  -0.645
H 1.181 7.052 -1.906  0.288
H 0.621 6.124 -0.810  0.421
O 1.236 -5.547 0.194  -0.693
H 2.179 -5.303 0.282  0.306
H 0.739 -4.833 -0.220  0.393
O 1.916 -1.286 2.044  -0.805
H 2.596 -0.598 2.175  0.425
H 1.339 -0.941 1.299  0.400
O -4.422 0.307 -1.034  -0.564
H -3.881 0.879 -1.578  0.299
H -4.475 -0.486 -1.588  0.275
O 0.121 -5.870 2.789  -0.707
H 0.500 -5.948 1.874  0.426
H -0.672 -6.393 2.797  0.319
O 3.976 1.688 -1.046  -0.639
H 3.696 0.803 -1.349  0.314
H 3.800 2.303 -1.726  0.342
O -1.199 -1.570 -2.675  -0.592
H -0.582 -0.825 -2.820  0.231
H -2.044 -1.203 -2.543  0.292
O -3.792 3.283 -0.053  -0.634
H -4.477 2.603 -0.107  0.293
H -3.176 3.194 -0.794  0.416
O -3.031 -4.343 -2.981  -0.604
H -2.889 -4.910 -3.684  0.268
H -2.242 -4.275 -2.445  0.385
O -2.585 2.578 -2.405  -0.665
H -1.601 2.526 -2.518  0.343
H -2.813 3.371 -2.913  0.312
O 3.362 -3.320 1.008  -0.621
H 2.860 -2.607 1.486  0.491
H 4.013 -3.722 1.574  0.255
O 0.140 5.962 0.927  -0.707
H 0.824 6.225 1.582  0.329
H -0.313 5.225 1.296  0.391
O 0.285 0.018 -0.011  -0.532
H -0.495 -0.365 -0.436  0.096
H -0.132 0.403 0.837  0.460
O -1.190 3.885 2.192  -0.715
H -2.151 4.064 2.398  0.317
H -1.253 2.968 1.944  0.321
O -4.985 -2.060 -2.505  -0.697
H -4.387 -2.861 -2.525  0.344
H -5.096 -1.866 -3.504  0.328
O -1.096 0.905 2.256  -0.627
H -2.000 0.589 2.195  0.227
H -0.588 0.413 2.937  0.424
O 3.247 4.227 -2.447  -0.624
H 3.880 4.852 -2.819  0.277
H 2.720 4.816 -1.868  0.333
O 0.354 -0.425 4.172  -0.730
H -0.366 -1.006 4.451  0.298
H 1.036 -0.886 3.702  0.335
O 3.347 0.825 2.922  -0.768
H 3.028 1.577 2.282  0.458
H 4.258 0.544 2.697  0.282
O 3.683 -1.347 -1.446  -0.637
H 3.490 -2.060 -0.790  0.307
H 3.589 -1.771 -2.336  0.295